Record 1
ORCA calculation (the ωB97M-V functional and the def2-TZVPD basis) on C23H48AlBrO42PS9 as an isolated structure at a distorted geometry.

Geometry (Å):
Br -2.95563 2.35488 1.00097
S -0.60014 -0.60721 -5.40232
S -7.55412 -5.24999 5.53602
S -4.61729 2.33227 4.71612
S 3.99441 1.25522 -2.70071
S 5.73346 4.44297 3.79686
S 1.75270 -0.80636 3.97776
S 8.11365 -1.15987 -7.05856
S -4.39667 2.88861 -5.91850
S 5.43675 -4.82613 4.29474
P 0.13952 0.74797 -0.69511
Al -2.14070 1.31005 -1.04045
O -1.12317 3.98020 -1.29838
O -6.18272 -4.48129 5.23195
O 5.56163 2.86051 3.99424
O 0.76770 0.21773 -5.58902
O -5.49469 -0.35841 1.06436
O -5.15836 2.27181 6.23661
O 6.56886 -5.96108 4.23306
O -2.15474 3.93829 -2.25659
O 1.85553 -2.27142 3.33825
O 5.37934 -4.18522 3.03029
O -8.22255 -5.07159 4.08830
O 0.87657 -0.02865 3.19068
O 2.95657 2.06460 -3.61046
O 3.25749 -0.32779 3.65059
O 6.81159 4.89585 4.59792
O 5.09184 0.86364 -3.52028
O -6.04846 2.52081 4.00795
O -3.87030 3.51690 4.54526
O 4.44848 2.47364 -1.76250
O 3.27864 0.33934 -1.90866
O 4.17226 -5.80076 4.43711
O 5.57920 -4.10075 5.50046
O -5.28278 2.05676 -5.19763
O -5.25998 3.81199 -6.92163
O -3.89578 4.06170 -4.94929
O -4.61689 -1.35916 2.79663
O 4.36322 4.89349 4.49788
O 8.45254 -1.05253 -5.49702
O -4.11046 1.05224 4.38489
O 0.54078 1.41152 0.81015
O -3.29018 2.37391 -6.63748
O -0.28606 -1.97295 -5.19140
O 8.89183 -2.20892 -7.61096
O 0.35072 -0.92751 -0.48408
O 6.59617 -1.65957 -6.91259
O -1.43992 0.12265 -4.53715
O -7.28077 -6.62763 5.72880
O 8.10272 0.13770 -7.62505
O -8.28998 -4.49598 6.48301
O 5.66146 4.72984 2.41191
O 1.60584 -0.93851 5.38092
O -1.13833 -0.44767 -6.91115
C 3.92144 3.70557 -2.26712
C 6.36779 -2.10626 -5.56748
C -3.96854 -2.08104 0.59303
C 4.57112 -7.16015 4.22569
C 4.44492 2.59387 4.85559
C -2.86770 -1.29159 -0.11958
C -7.08936 2.20517 4.93256
C 4.02932 -1.44142 3.17265
C 2.64106 3.31369 -2.97603
C -2.15287 2.54935 -2.65444
C 6.01691 -7.20848 4.67287
C -7.44156 -4.16241 3.29546
C 3.49896 3.75270 4.63826
C -0.33139 0.49206 -7.62265
C 1.03741 0.38890 -6.98031
C -6.54163 2.62532 6.28006
C 3.02373 -2.34931 2.50320
C -4.78504 -1.18626 1.46596
C -4.22188 5.33656 -5.49886
C -6.03060 -4.31930 3.81185
C -5.47055 5.09329 -6.32028
C -3.34496 -0.31727 -1.22048
C 7.25068 -1.21908 -4.72103
H -7.52884 -4.41074 2.24134
H 6.56316 -8.03873 4.23428
H 5.31671 -2.01559 -5.30813
H -3.16076 -0.78683 -2.18466
H 4.50036 -1.92407 4.03008
H -6.61708 3.70625 6.42099
H 6.67092 -3.15409 -5.50168
H 4.79716 -1.09951 2.48421
H -0.00566 -1.15407 0.38423
H -1.40296 4.65853 -0.67135
H 1.57931 -0.49132 -7.33663
H 4.47451 -7.38551 3.16168
H 3.37086 -3.37044 2.43037
H 2.75699 -1.98193 1.50841
H -0.76367 1.48645 -7.48796
H -8.00150 2.73321 4.66791
H 1.64388 1.27662 -7.13980
H 6.09706 -7.25342 5.76123
H -7.26836 1.12749 4.89423
H -7.03334 2.11648 7.10566
H -2.13575 -1.97936 -0.52462
H 2.81178 3.89459 5.46719
H -4.58967 -2.65931 -0.07646
H 3.74919 4.40105 -1.45015
H -5.40764 -3.45792 3.58705
H 4.64940 4.13201 -2.96241
H 6.79883 -0.24070 -4.56905
H -3.00545 2.42630 -3.30822
H 0.09170 0.84280 1.45206
H -4.38367 -0.03780 -1.10874
H -3.47303 -2.78237 1.26826
H -6.35812 5.03247 -5.68596
H -4.80519 -0.49249 3.19388
H -5.55990 -5.22191 3.41505
H 3.93532 -7.83073 4.79728
H -1.25799 2.41549 -3.26900
H 7.48455 -1.66342 -3.75747
H 3.98962 1.63977 4.60492
H 2.93131 3.63544 3.71284
H -3.38958 5.66479 -6.12631
H 1.82335 3.14107 -2.27081
H -2.38338 -0.69141 0.65816
H 4.80854 2.56527 5.88553
H 2.33306 4.04665 -3.71681
H -7.81625 -3.15083 3.46229
H -5.62264 5.84970 -7.08595
H -0.31283 0.24457 -8.68140
H -4.38046 6.05772 -4.70138

Atomic forces in eV per Å
0.0 -0.1 -0.1
0.3 0.3 -0.3
0.4 0.3 -0.6
-0.6 0.2 -0.1
-0.7 0.9 0.1
-0.5 -0.4 0.3
0.7 -0.6 -0.5
-0.4 -0.1 0.6
0.0 0.5 0.2
0.0 -0.7 0.0
0.7 0.6 -0.6
-0.9 -0.3 -0.1
1.3 0.3 0.6
-0.5 0.1 0.1
-0.2 0.3 -0.2
-0.3 0.1 0.0
-2.7 2.8 -1.3
0.0 -0.3 -0.2
-0.3 0.1 -0.3
-0.8 0.1 -0.6
0.2 0.2 0.5
0.3 0.1 0.1
0.3 -0.2 0.2
-0.4 0.3 0.3
0.7 0.0 -0.2
-0.4 -0.2 -0.1
0.2 0.2 0.0
0.1 -0.2 -0.1
0.2 0.3 0.3
0.2 0.0 -0.1
-0.1 -0.2 -0.2
0.4 -0.8 0.2
0.3 0.1 0.2
-0.1 0.4 0.0
0.0 -0.3 0.1
0.4 0.1 0.0
-0.4 -0.2 -0.2
0.6 -0.3 0.6
0.4 -0.1 0.2
-0.1 -0.4 -0.3
0.2 -0.2 0.1
-0.1 -1.0 -0.6
0.0 -0.2 -0.2
-0.1 -0.2 0.0
0.2 0.0 -0.2
0.1 0.6 0.6
0.2 0.4 0.1
-0.2 -0.1 0.4
-0.2 -0.2 0.2
0.1 0.1 -0.3
-0.1 0.0 0.3
0.2 0.1 -0.2
-0.2 0.1 0.2
0.3 -0.3 0.1
0.1 0.3 -0.4
0.1 -0.5 0.2
0.8 -0.9 1.0
0.0 -0.3 -0.4
-0.1 -0.1 0.6
-0.8 0.8 -0.2
-0.1 -0.5 0.1
0.3 -0.3 0.2
-0.5 0.1 0.6
0.3 0.0 0.5
-0.1 -0.1 0.5
0.0 0.5 0.0
-0.3 -0.2 -0.5
-0.1 0.5 0.0
0.2 -0.3 -0.2
-0.2 0.4 0.0
-0.1 0.4 -0.7
1.6 -1.9 0.2
0.2 0.3 -0.3
0.3 -0.3 -0.4
-0.3 0.0 0.3
1.2 0.1 0.2
-0.4 0.4 0.2
-0.1 -0.2 0.1
0.1 0.2 -0.1
0.0 0.2 -0.2
-0.3 0.0 -0.3
0.0 0.0 0.0
0.0 0.0 0.0
0.0 0.0 0.0
-0.1 0.2 0.0
-0.2 -0.3 -0.1
-0.4 -0.2 0.0
0.0 0.0 -0.1
0.0 0.0 0.0
-0.2 -0.1 0.2
0.0 0.0 0.0
0.0 0.0 0.0
0.1 0.1 -0.2
0.0 0.0 0.2
0.0 0.0 0.0
-0.1 0.0 0.0
0.2 -0.1 0.0
0.2 -0.1 0.0
0.1 0.2 0.1
-0.3 0.1 -0.4
0.0 -0.2 0.2
0.0 0.1 0.3
0.0 0.0 0.0
0.0 0.0 0.0
-0.3 0.0 0.0
0.0 0.7 0.4
-0.3 0.0 0.0
0.0 -0.3 0.0
0.0 0.1 0.0
-0.1 0.0 0.2
0.0 0.0 0.0
-0.1 0.2 0.1
0.1 -0.2 -0.1
0.2 0.0 -0.1
0.2 0.0 -0.2
0.0 0.0 0.0
0.0 0.0 0.0
0.0 0.0 0.0
0.3 -0.2 0.3
0.0 0.0 0.0
0.1 -0.2 -0.2
0.0 0.0 0.0
0.1 -0.2 -0.2
-0.1 -0.2 0.1
0.0 -0.2 0.2

## Properties
* total charge: -1
* HOMO-LUMO gap: 4.95 eV
* calculated total energy: -10806.64347 a.u.
* molar mass: 1423.06 g mol⁻¹
* HOMO: -0.131 Eh

***

Record 2
ORCA calculation (the ωB97M-V functional and the def2-TZVPD basis) on a 2-piece molecular cluster, C6H10N2 overall at a distorted geometry.

Geometry (Å):
N 1.71782 0.80411 1.24808
N 0.75375 -2.42853 -0.06021
C -1.32108 -0.13773 -0.00668
C -1.45227 1.11897 0.34099
C 1.10996 -1.31374 0.06728
C 1.58080 0.65483 -1.19386
C -1.98765 -1.38991 -0.01254
C 1.33356 0.05010 0.18142
H 1.10722 1.59860 1.33057
H 2.59061 0.50030 -1.54873
H -0.56290 1.72779 0.28618
H -2.41630 1.63495 0.53604
H -1.22882 -2.21961 -0.03970
H -2.71510 -1.39539 0.69537
H 0.98007 0.16588 -1.95384
H 1.64889 0.32964 2.11431
H 1.38600 1.76863 -0.99277
H -2.52457 -1.46891 -0.99192

Atomic forces in eV per Å
0.0 0.0 0.3
1.2 1.2 0.1
1.2 1.8 1.1
-0.6 0.0 -0.5
-0.9 -2.3 1.1
-0.6 1.5 1.3
1.4 -0.9 -4.0
-0.3 -0.7 -3.1
0.0 0.8 -0.1
0.6 0.3 0.4
-0.1 0.6 0.1
0.6 -0.4 0.0
-0.8 0.4 0.5
-1.9 -0.6 2.5
-0.5 0.5 0.1
0.1 -0.7 0.9
0.2 -1.4 -1.2
0.3 -0.1 0.5

## Properties
* HOMO-LUMO gap (alpha / beta): 7.84 / 7.92 eV
* calculated total energy: -343.95267 a.u.
* molar mass: 110.16 g mol⁻¹
* HOMO (alpha / beta): -0.292 / -0.279 Eh

***

Record 3
ORCA calculation (the ωB97M-V functional and the def2-TZVPD basis) on H8IO4 as an isolated structure at a distorted geometry.

Geometry (Å):
I -1.21967 -0.12044 0.40327
O 0.30894 0.81190 -1.93247
O 1.41021 -0.93760 1.23822
O 0.33850 1.72099 2.10803
O -0.42186 -1.99001 -1.82220
H -0.24227 2.48168 2.09083
H -0.38316 0.56013 -1.32106
H 1.38962 -1.18665 2.16222
H 0.49084 -0.81308 1.00268
H -0.17557 -1.44531 -1.07462
H -1.19370 -1.55898 -2.18925
H -0.21108 0.99286 1.81815
H -0.09086 1.48455 -2.48377

Atomic forces in eV per Å
-4.9 -0.1 0.6
1.2 0.7 -1.6
2.3 -0.7 0.5
1.3 1.4 1.3
0.2 -1.5 -1.2
-0.2 0.1 -0.1
-0.2 0.2 0.2
0.1 0.0 0.2
0.1 -0.3 0.1
0.2 0.0 0.0
0.0 0.2 0.1
-0.1 -0.1 0.0
0.0 0.2 -0.2

## Properties
* total charge: -1
* HOMO-LUMO gap: 8.05 eV
* calculated total energy: -603.48828 a.u.
* molar mass: 198.96 g mol⁻¹
* HOMO: -0.169 Eh

***

What did the third record say?
ORCA calculation (the ωB97M-V functional and the def2-TZVPD basis) on H8IO4 as an isolated structure at a distorted geometry.

Geometry (Å):
I -1.21967 -0.12044 0.40327
O 0.30894 0.81190 -1.93247
O 1.41021 -0.93760 1.23822
O 0.33850 1.72099 2.10803
O -0.42186 -1.99001 -1.82220
H -0.24227 2.48168 2.09083
H -0.38316 0.56013 -1.32106
H 1.38962 -1.18665 2.16222
H 0.49084 -0.81308 1.00268
H -0.17557 -1.44531 -1.07462
H -1.19370 -1.55898 -2.18925
H -0.21108 0.99286 1.81815
H -0.09086 1.48455 -2.48377

Atomic forces in eV per Å
-4.9 -0.1 0.6
1.2 0.7 -1.6
2.3 -0.7 0.5
1.3 1.4 1.3
0.2 -1.5 -1.2
-0.2 0.1 -0.1
-0.2 0.2 0.2
0.1 0.0 0.2
0.1 -0.3 0.1
0.2 0.0 0.0
0.0 0.2 0.1
-0.1 -0.1 0.0
0.0 0.2 -0.2

## Properties
* total charge: -1
* HOMO-LUMO gap: 8.05 eV
* calculated total energy: -603.48828 a.u.
* molar mass: 198.96 g mol⁻¹
* HOMO: -0.169 Eh